Molecular formula: C11H18S2
Method: DFT, the ωB97M-V functional and the def2-TZVPD basis

The value obtained for the HOMO-LUMO gap (spin up / spin down) is 7.886 / 7.013 eV. Its total charge is 0. As for the spin multiplicity: 1. The calculation puts the energy relative to the best compared isomer or geometry (same formula, charge and spin) at 55.8 kJ/mol. Its LUMO energy (spin up / spin down) is -0.0009 / -0.0119 hartree.

CARTESIAN COORDINATES (ANGSTROEM)
1 C 1.568 1.467 -0.410
2 C 0.143 1.502 -0.584
3 C 2.082 0.242 -0.038
4 C -0.410 0.382 -0.114
5 C -2.894 1.492 1.241
6 C 3.725 -1.217 -1.166
7 C 3.822 -1.116 1.405
8 C -3.375 0.306 -1.513
9 C -3.312 0.071 0.921
10 C 3.487 -0.342 0.116
11 C -2.879 -0.559 -0.373
12 S 0.655 -0.846 0.355
13 S -2.534 -2.260 -0.511
14 H 2.305 2.184 -0.634
15 H -0.305 2.375 -1.042
16 H -3.498 2.046 0.468
17 H -1.892 1.555 1.000
18 H -3.264 1.817 2.303
19 H 4.826 -1.379 -1.189
20 H 3.578 -0.651 -1.999
21 H 3.046 -2.175 -1.268
22 H 3.122 -2.046 1.451
23 H 3.612 -0.363 2.322
24 H 4.789 -1.516 1.520
25 H -3.066 -0.177 -2.578
26 H -4.524 0.333 -1.556
27 H -2.824 1.329 -1.572
28 H -2.834 -0.482 1.660
29 H -4.443 -0.122 0.770
30 H 3.994 0.643 0.221
31 H -2.700 -2.496 0.795

Forces on atoms 1 to 2 (eV/Å):
1.12 -2.42 0.02
1.25 0.90 0.20